# 1
C7H14CrPS | ωB97M-V/def2-TZVPD

Properties
Multiplicity ... 4
Frontier orbital gap (spin up / spin down) ... 6.5 / 5.7 eV
Net charge ... 0
E_LUMO (spin up / spin down) ... 0.49 / 0.46 eV

Geometry (Å):
C (-0.4465, -0.2198, -2.9182)
C (-1.2552, 0.7859, -2.2877)
C (-0.3802, 1.7648, -1.6997)
C (0.9746, 1.3541, -1.9566)
C (0.9338, 0.1301, -2.7081)
Cr (-0.0174, -0.1994, -0.7636)
P (-0.1064, -2.7248, -0.2790)
H (-0.8090, -1.0476, -3.5265)
H (-2.3409, 0.8379, -2.3205)
H (-0.6889, 2.6757, -1.1850)
H (1.7926, -0.3933, -3.1226)
H (1.8751, 1.8976, -1.6756)
H (0.9994, -3.4874, -0.7882)
H (-1.1833, -3.4386, -0.9059)
H (-0.1886, -3.2408, 1.0593)
C (-0.1862, -0.7938, 2.7298)
S (0.2709, 0.5747, 1.6639)
C (0.3642, 1.9815, 2.8066)
H (-0.9329, -1.3981, 2.2029)
H (-0.5650, -0.4474, 3.7003)
H (0.7077, -1.4096, 2.8818)
H (-0.5883, 2.1256, 3.3355)
H (1.1724, 1.7873, 3.5248)
H (0.5983, 2.8856, 2.2322)



# 2
C7H14FIN | ωB97M-V/def2-TZVPD

Properties
Frontier orbital gap (spin up / spin down) ... 8.2 / 7.9 eV
Net charge ... +1
E_LUMO (spin up / spin down) ... -3.61 / -3.94 eV
ΔE to the lowest compared entry with this formula, charge and spin ... 239.1 kJ/mol

Geometry (Å):
C (-0.8600, 0.3360, -1.0108)
C (0.2982, -1.2984, 0.4271)
C (-0.0159, 1.4082, -0.5575)
C (1.3065, -0.3443, 0.9262)
C (-0.6987, 2.4496, 0.1529)
C (1.4214, 0.2285, 2.3957)
C (-1.1026, -2.0420, -1.4448)
N (-0.2297, -0.9990, -0.9370)
F (0.9796, 1.7162, -1.3541)
I (3.2466, -0.1779, -0.1257)
H (-1.7673, 0.4956, -0.6062)
H (-0.9211, 0.6126, -2.1149)
H (0.5877, -2.3752, 0.3131)
H (-0.6010, -1.1559, 1.0336)
H (-0.0156, 3.3178, 0.4776)
H (-1.1251, 2.1393, 1.0475)
H (-1.4541, 2.8414, -0.5447)
H (0.6883, -0.3041, 2.9103)
H (1.1559, 1.2170, 2.2946)
H (2.4814, 0.0802, 2.8985)
H (-1.3551, -2.0513, -2.5140)
H (-0.5510, -2.9715, -1.3058)
H (-1.9968, -2.1208, -0.7813)
H (0.5285, -1.0019, -1.5803)



# 3
C7H14FNO3 | ωB97M-V/def2-TZVPD

Properties
Frontier orbital gap ... 7.7 eV
Net charge ... 0
E_LUMO ... 0.46 eV
ΔE to the lowest compared entry with this formula, charge and spin ... 160.5 kJ/mol
Structure (SMILES) ... C/C([NH3+])=C(\[O-])O.CCCC(=O)F

Geometry (Å):
C (1.7438, -1.2149, 0.2107)
C (-3.5302, -1.4772, -0.2966)
C (2.7182, 0.6454, 1.7545)
C (-2.8965, -0.0402, -0.3261)
C (-1.4175, 0.1899, 0.0662)
C (2.3555, 0.0264, 0.3728)
C (-0.9720, 1.5764, -0.3411)
N (2.6141, 0.8491, -0.8733)
O (1.5952, -1.4204, -1.2240)
O (1.2965, -2.0463, 0.9883)
O (-0.0146, 1.9150, -0.9824)
F (-1.8486, 2.5901, -0.0070)
H (-3.3369, -1.7298, 0.7593)
H (-3.0747, -2.0983, -1.0304)
H (-4.5102, -1.2937, -0.5412)
H (2.4455, -0.0110, 2.5955)
H (3.7155, 0.9938, 1.7514)
H (2.1743, 1.5860, 2.1102)
H (-3.5151, 0.4867, 0.3477)
H (-3.0794, 0.4727, -1.1908)
H (-1.4155, 0.2005, 1.2012)
H (-0.7097, -0.5827, -0.4445)
H (1.5934, -2.3803, -1.3431)
H (2.2355, 0.0356, -1.6356)
H (2.1662, 1.7956, -0.9254)
H (3.6669, 0.9315, -0.9962)



| no. | E_tot (eV) |
| --- | --- |
| 1 | -56028.28397 |
| 2 | -19783.59493 |
| 3 | -17834.10872 |